The following is a DFT calculation (ωB97M-V/def2-TZVPD) of a 2-piece molecular cluster, C4H10O4 overall in a non-equilibrium geometry.

The geometry in XYZ format:
```
18
Properties=species:S:1:pos:R:3:forces:R:3
O -1.746 -2.793 0.216 -0.2 0.3 0.2
C -0.787 -2.364 0.793 1.3 -0.1 0.4
O 0.232 -3.180 1.178 -0.4 -0.1 0.2
C -0.439 -0.931 1.149 -0.1 0.2 -0.3
C -1.329 0.006 0.300 0.6 -0.6 -1.1
C -0.632 1.293 -0.176 -1.7 0.5 1.8
O -1.622 2.338 -0.169 0.1 0.4 -0.3
H -0.100 -4.080 1.051 0.2 -0.1 -0.1
H -0.435 -0.807 2.236 -0.9 0.0 0.0
H 0.647 -0.769 1.018 -0.4 -0.2 -0.7
H -2.308 0.261 0.700 0.3 0.0 0.6
H -1.579 -0.591 -0.595 0.0 0.2 0.3
H -0.200 1.192 -1.163 0.6 0.0 0.1
H 0.004 1.641 0.656 0.6 -0.3 -0.9
H -2.063 2.411 -1.018 0.0 -0.1 -0.1
O 4.076 1.748 -2.182 0.2 0.1 0.7
H 4.366 2.074 -1.311 -0.2 -0.3 -0.5
H 3.915 2.550 -2.684 0.0 0.1 -0.2
```
Forces are in eV/Å.

Strongest force on any atom   0.049 hartree/bohr
SMILES   O=C(O)CCCO.O
LUMO energy   0.696 eV
Kohn-Sham gap   10.94 eV

---

The following is a DFT calculation (ωB97M-V/def2-TZVPD) of a 2-piece molecular cluster, C4H10O4 overall in a non-equilibrium geometry.

The geometry in XYZ format:
```
18
Properties=species:S:1:pos:R:3:forces:R:3
C 2.198 -0.997 -0.230 -2.7 0.0 0.4
C 0.785 -0.405 -0.726 1.1 -0.1 -2.2
O 0.445 -1.320 -1.821 -1.9 1.6 0.7
C -0.362 -0.307 0.255 0.9 -1.4 3.2
C -0.032 0.639 1.477 -0.6 1.0 -4.1
O 0.040 0.360 2.612 0.0 -0.2 1.6
O 0.096 1.954 0.948 -1.3 0.1 2.4
H 2.675 -1.479 -1.130 -0.3 0.2 1.3
H 1.966 -1.669 0.685 1.0 1.0 -1.6
H 2.748 -0.113 -0.032 1.1 0.4 0.9
H 0.945 0.596 -1.254 -0.1 -1.1 1.0
H 1.188 -1.867 -1.763 1.1 -1.8 -0.6
H -1.324 -0.048 -0.142 0.0 0.7 -0.6
H -0.579 -1.301 0.763 0.7 0.8 -0.7
H -0.308 2.582 1.645 1.3 -1.3 -1.4
O -2.656 0.241 -1.682 0.4 -0.9 -0.8
H -3.587 0.380 -1.625 -1.2 0.6 0.3
H -2.647 -0.546 -2.259 0.6 0.4 0.3
```
Forces are in eV/Å.

Strongest force on any atom   0.082 hartree/bohr
SMILES   C[C@@H](O)CC(=O)O.O
LUMO energy   0.613 eV
Kohn-Sham gap   10.74 eV

---

The following is a DFT calculation (ωB97M-V/def2-TZVPD) of C4H10O4P as an isolated structure in a non-equilibrium geometry.

The geometry in XYZ format:
```
19
Properties=species:S:1:pos:R:3:forces:R:3
C -0.299 0.644 -1.447 -1.6 0.7 -0.4
C -1.383 -0.041 0.803 -0.1 -2.4 -1.0
C 1.149 0.075 0.583 -2.3 4.2 -1.4
C -0.213 -0.066 -0.123 1.5 -4.1 -1.5
O 0.997 -2.505 -1.837 -1.5 -0.1 1.6
O -1.629 -2.541 -1.426 -0.4 -0.3 0.1
O 1.357 -3.182 0.783 0.9 -0.2 0.5
O -0.008 -3.222 0.487 -2.6 0.5 -0.7
P -0.252 -2.317 -0.955 1.8 2.8 0.5
H 0.404 0.301 -2.268 -0.6 0.2 1.2
H -1.410 0.451 -1.838 2.3 0.9 0.6
H -0.055 1.736 -1.183 -0.7 -0.9 -1.0
H -1.633 0.958 0.924 -0.4 2.3 1.4
H -1.013 -0.643 1.672 -1.1 0.9 -0.2
H -2.328 -0.464 0.348 1.2 -0.1 0.4
H 1.232 -0.561 1.344 0.3 -2.7 3.1
H 1.849 -0.129 -0.125 2.3 -0.8 -1.9
H 1.436 1.126 0.980 -0.9 -1.1 -0.5
H 1.581 -3.300 -0.141 1.9 0.0 -0.8
```
Forces are in eV/Å.

Strongest force on any atom   0.098 hartree/bohr
LUMO energy   3.777 eV
Kohn-Sham gap   7.60 eV
Total charge   -1